50
Properties=species:S:1:pos:R:3:forces:R:3 method="wB97M-V/def2-TZVPD" total_charge=0 e_lumo_ev="-0.99 / -1.01" gap_ev="6.488 / 6.620" spin_multiplicity=3 relative_energy_kcal_mol=3.9
V -0.025133 0.038532 0.215250 -0.19 1.15 0.63
C -3.807487 -1.108381 1.393141 0.00 0.03 -0.15
C -3.646421 -2.491792 1.464657 0.00 -0.13 0.03
C -2.634397 -3.097103 0.757057 -0.16 0.13 0.02
C -1.741517 -2.306346 0.031616 0.39 -0.52 -0.46
N -1.821064 -0.961970 0.074833 -0.16 -0.02 0.09
C -2.884028 -0.383806 0.681036 -0.01 -0.26 0.11
N -0.836775 -3.000488 -0.788457 -0.30 0.27 0.31
C 0.115208 -2.411400 -1.409536 0.32 0.03 -0.28
N 0.533764 -1.110449 -1.269478 -0.12 0.24 0.24
C 1.561067 -0.814722 -2.123883 -0.10 -0.42 -0.09
N 2.155227 0.313410 -2.272313 -0.15 0.35 0.20
C 1.649369 1.509280 -1.737482 0.19 -0.67 -0.50
C 2.468429 2.628394 -1.904851 -0.06 0.22 -0.08
C 1.959416 3.882465 -1.663647 -0.02 -0.01 0.02
C 0.625459 4.010210 -1.275531 0.02 -0.06 -0.01
C -0.093719 2.863673 -1.046503 0.00 -0.03 0.04
N 0.406169 1.622419 -1.217397 0.30 0.05 0.17
C 1.873529 -2.060503 -2.876026 0.14 0.26 0.03
C 2.814837 -2.322387 -3.850314 -0.01 -0.09 -0.02
C 2.844293 -3.611306 -4.375334 0.01 0.02 -0.01
C 1.955448 -4.590590 -3.936943 -0.04 0.01 0.04
C 1.005389 -4.314042 -2.957231 0.09 -0.03 -0.10
C 0.988132 -3.035422 -2.440769 -0.22 -0.09 0.22
H -4.620564 -0.599691 1.889843 0.00 -0.02 0.01
H -4.325163 -3.095267 2.053511 -0.02 0.03 0.00
H -2.495922 -4.167183 0.735348 -0.01 0.00 0.00
H -2.938618 0.690555 0.603309 0.06 0.04 0.12
H 3.470914 2.471311 -2.274087 -0.01 -0.01 -0.01
H 2.581400 4.757813 -1.798758 -0.01 0.00 0.00
H 0.163562 4.972632 -1.112395 0.02 0.01 0.00
H -1.106697 2.906253 -0.671143 0.00 0.03 0.01
H 3.500229 -1.555350 -4.184491 -0.01 0.00 0.00
H 3.569635 -3.861386 -5.138617 0.00 0.00 0.00
H 2.006810 -5.582351 -4.367091 0.00 0.00 0.00
H 0.310282 -5.065578 -2.608583 -0.01 0.01 0.01
O -0.070736 -2.395549 3.081731 -0.06 -0.06 0.19
C -0.089530 -1.216176 2.836322 0.23 0.37 -0.62
O 0.562954 -0.731819 1.761539 -0.14 -0.45 0.07
C -0.800911 -0.201498 3.669713 -0.02 -0.11 -0.04
C -1.200027 -0.657042 4.930501 -0.02 0.00 0.05
C -1.859589 0.161262 5.822355 0.02 0.01 -0.06
C -2.139832 1.469909 5.439650 -0.02 0.01 0.04
C -1.766626 1.926616 4.193211 0.01 0.03 -0.04
C -1.089823 1.113059 3.269923 -0.07 0.11 0.08
S -0.727337 1.895321 1.724848 0.11 -0.46 -0.24
H -0.966629 -1.683112 5.182282 0.00 0.01 0.00
H -2.150025 -0.206290 6.797495 0.00 0.00 -0.01
H -2.657437 2.138617 6.116813 0.00 -0.01 0.00
H -1.998227 2.942183 3.897188 0.00 -0.01 0.01

---

14
Properties=species:S:1:pos:R:3:forces:R:3 method="wB97M-V/def2-TZVPD" total_charge=0 e_lumo_ev=0.76 gap_ev=11.190 relative_energy_kcal_mol=8.2
C -0.225364 0.396368 0.056015 0.37 -1.02 0.06
C 0.592181 -1.248667 -1.657959 -3.38 -1.05 1.05
C -0.527783 0.845286 2.337640 0.75 -0.65 -1.21
C 0.515194 0.147335 -1.217265 1.52 1.74 0.42
N 0.303356 0.721855 1.130570 -0.99 0.00 0.24
F 1.772526 0.775949 -1.084202 -0.45 -0.65 -0.25
Cl -1.924137 -0.100521 -0.271864 -0.32 0.42 0.63
H 1.062834 -1.789482 -0.849636 -0.26 -0.86 0.07
H -0.599039 -1.478450 -1.855417 3.31 -0.21 0.61
H 1.116456 -1.406432 -2.550178 0.75 0.10 -1.32
H -0.165999 0.186534 3.083642 0.90 -0.62 0.78
H -1.508021 0.461280 2.143795 -0.97 0.62 -0.02
H -0.402615 1.838959 2.701243 -0.50 0.76 0.26
H -0.009588 0.649985 -1.966384 -0.71 1.41 -1.32

---

21
Properties=species:S:1:pos:R:3:forces:R:3 method="wB97M-V/def2-TZVPD" total_charge=0 e_lumo_ev=1.04 smiles=C[C@@H]1[C@H](C)C1(C)C gap_ev=8.785 relative_energy_kcal_mol=75.5
C 0.249480 0.114614 -1.894414 -0.09 0.05 -0.07
C -0.663986 0.166630 -0.663662 -0.06 0.34 -0.01
C -0.540275 -1.036927 0.210560 1.24 0.23 0.72
C -0.019777 -2.383601 -0.224187 0.41 -0.02 0.06
C 0.029498 0.556692 0.578318 -0.05 0.57 -0.32
C 1.293685 1.366554 0.537359 0.21 -0.08 -0.07
C -0.957395 1.060657 1.646180 0.09 0.05 -0.07
H 0.604363 1.122607 -2.137323 -0.15 -0.09 -0.05
H -0.271888 -0.280240 -2.770411 -0.01 0.03 0.11
H 1.142613 -0.504473 -1.741201 -0.28 0.17 0.08
H -1.607036 0.675409 -0.871913 -0.27 -0.23 -0.05
H -0.509314 -0.927374 1.286718 -2.19 -1.07 0.10
H -0.700128 -2.906037 -0.919226 0.09 0.52 0.13
H 0.006124 -3.010745 0.670484 0.28 -0.06 -0.17
H 0.965232 -2.356184 -0.686990 0.12 -0.25 -0.02
H 1.717751 1.527725 1.534386 -0.04 -0.15 -0.14
H 1.015784 2.357078 0.141267 0.21 -0.12 0.05
H 2.058293 0.945571 -0.113802 0.02 0.03 0.05
H -1.876508 0.460558 1.646472 0.22 0.17 -0.08
H -0.559017 1.048723 2.670715 0.12 0.00 -0.26
H -1.251259 2.091507 1.413441 0.12 -0.07 0.00

---

54
Properties=species:S:1:pos:R:3:forces:R:3 method="wB97M-V/def2-TZVPD" total_charge=+1 e_lumo_ev=-2.51 gap_ev=8.556
C -2.106812 1.270586 -1.584273 -0.27 -0.12 0.39
N -0.715771 1.705562 -1.762238 0.37 0.03 -0.22
C -0.611513 3.157484 -2.054185 0.14 -0.43 -0.23
C 0.360707 0.858540 -1.653266 -0.62 -0.10 0.40
N 0.454850 -0.004810 -0.545051 0.55 -0.08 -2.50
C 1.232310 -1.269414 -0.722928 0.17 -0.42 -0.31
C 0.855255 -2.420688 0.164595 0.31 -0.71 -0.02
C -0.229214 -3.246508 -0.145124 -0.04 -0.10 0.55
C -0.659685 -4.196324 0.786511 0.25 -0.19 0.04
C 0.028782 -4.353780 2.002089 -0.10 0.23 -0.08
C 1.221289 -3.649829 2.222383 -0.08 -0.24 -0.18
C 1.670838 -2.745933 1.262350 -0.25 -0.26 -0.14
N 1.258042 0.834102 -2.638726 -0.18 -0.02 0.07
C 0.992045 1.405692 -3.965298 -0.03 -0.26 -0.31
C 2.606948 0.282582 -2.508946 0.57 0.07 -0.17
H -2.218377 0.199110 -1.790621 0.10 0.26 0.21
H -2.475081 1.509490 -0.577377 0.07 -0.23 -0.44
H -2.720762 1.837580 -2.302360 0.27 -0.38 0.15
H 0.188971 3.366594 -2.768204 -0.16 0.10 0.27
H -1.571445 3.467915 -2.485986 0.43 -0.02 0.05
H -0.437302 3.704906 -1.118139 -0.09 -0.09 -0.38
H 1.067545 -1.573972 -1.761003 -0.05 0.09 0.21
H 2.298575 -1.082465 -0.562914 -0.30 -0.02 -0.08
H -0.732502 -3.149234 -1.107646 -0.07 0.15 0.31
H -1.527084 -4.828867 0.565358 0.37 0.29 0.10
H -0.356081 -5.033755 2.772054 0.21 0.24 -0.43
H 1.807976 -3.794164 3.136448 -0.27 -0.10 -0.43
H 2.655838 -2.287557 1.371655 -0.49 -0.03 0.03
H -0.079797 1.447364 -4.172141 0.22 0.07 0.14
H 1.450252 2.397234 -4.071995 -0.16 -0.19 0.11
H 1.467819 0.754183 -4.708433 -0.20 0.09 0.19
H 3.067833 0.582934 -1.559462 -0.17 -0.15 -0.29
H 2.610440 -0.807456 -2.634303 0.11 0.45 0.09
H 3.199464 0.673612 -3.335258 0.01 0.22 0.21
C -3.600135 -0.505778 1.661547 0.08 0.11 -0.44
C -3.277335 0.842272 1.762026 0.31 0.26 0.39
C -1.938279 1.261114 1.629373 -0.75 -0.22 -0.07
C -0.954013 0.300816 1.434243 -0.21 0.09 0.36
C 0.384807 0.588223 0.759202 -0.85 1.26 2.02
S 1.696629 0.041541 1.851741 1.19 -1.14 0.46
C 2.041221 1.519366 2.779102 0.23 0.74 0.34
C 1.215658 2.686287 2.236012 0.12 0.23 0.59
S 0.746793 2.349208 0.564303 -0.09 0.75 -0.28
C -1.254914 -1.029147 1.740666 -0.29 -0.51 -0.52
C -2.579574 -1.454035 1.616232 0.16 0.26 0.48
H -4.636737 -0.824771 1.612867 0.11 0.09 0.03
H -4.068308 1.575496 1.903532 0.19 -0.08 0.00
H -1.670246 2.317540 1.671816 -0.23 -0.23 -0.39
H 1.828281 1.327586 3.835934 -0.04 0.12 -0.22
H 3.108959 1.746260 2.684815 -0.19 -0.16 -0.01
H 0.336558 2.893132 2.860057 0.22 -0.09 -0.18
H 1.833397 3.586830 2.172036 -0.21 -0.01 0.18
H -0.457721 -1.726257 2.023136 -0.43 0.23 -0.65
H -2.809405 -2.506414 1.453779 0.07 0.17 0.60

---

12
Properties=species:S:1:pos:R:3:forces:R:3 method="wB97M-V/def2-TZVPD" total_charge=-1 e_lumo_ev=4.23 gap_ev=6.928 relative_energy_kcal_mol=70.8
C -0.314624 -0.044943 2.606924 -0.03 0.23 0.74
O -0.783611 -0.211653 3.717170 0.12 -0.15 -0.41
H -0.559722 0.831460 2.012671 -0.20 0.26 -0.36
H 0.431257 -0.692494 2.152254 0.10 -0.34 0.01
H -1.186120 -1.165908 -3.883848 0.18 0.40 0.02
C 1.181894 0.593526 -0.305898 -0.34 -0.15 -0.07
C -0.033112 0.013543 -0.584426 -0.25 -0.15 -0.16
O -0.694393 -0.869935 0.047870 0.24 0.03 0.00
H 1.520247 1.388945 -0.947557 0.22 0.13 -0.14
H 1.809458 0.268673 0.511054 0.07 0.00 0.16
H -0.503868 0.377204 -1.537242 0.07 0.17 0.24
H -0.867403 -0.488421 -3.788967 -0.18 -0.42 -0.03